Below is a structure of composition C25H12CaF9I2N2PS2, with properties calculated with the ωB97M-V functional and the def2-TZVPD basis.

Geometry as ORCA input:
```
! wB97M-V def2-TZVPD RIJCOSX def2/J DEFGRID3
* xyz 0 1
Ca 0.8885 -1.2458 2.6038
S 2.9089 -0.7253 4.0424
C 3.9635 -1.7284 3.0944
S 3.7843 -1.8071 1.3432
C 5.0148 -2.3754 3.6818
C 5.2255 -2.3152 5.0916
N 5.3945 -2.2667 6.2283
C 5.9311 -3.1631 2.9243
N 6.6657 -3.8079 2.3178
I 1.9208 -3.5066 1.0425
I -0.4148 -5.2717 0.8115
F -2.4577 6.5292 -0.2279
C -1.1983 6.2242 -0.5983
F -1.0891 6.5211 -1.9077
F -0.3679 7.0376 0.0717
C -0.8965 4.7732 -0.3428
C 0.2547 4.4006 0.3297
C 0.5062 3.0549 0.5533
C -0.3848 2.0881 0.0988
C -1.5397 2.4747 -0.5784
C -1.7935 3.8151 -0.8009
P 0.0417 0.3326 0.3896
C -1.5830 -0.4666 0.6308
C -1.8567 -1.7378 0.1266
C -3.0165 -2.4003 0.5000
C -3.9016 -1.7957 1.3801
C -3.6440 -0.5311 1.8928
C -2.4794 0.1239 1.5289
C -5.1436 -2.5476 1.7805
F -4.8359 -3.7485 2.2946
F -5.9474 -2.7600 0.7227
F -5.8584 -1.8802 2.7039
C 0.5926 -0.1944 -1.2715
C 1.9563 -0.3813 -1.4706
C 2.4449 -0.7114 -2.7261
C 1.5589 -0.8469 -3.7821
C 0.1952 -0.6556 -3.5979
C -0.2869 -0.3281 -2.3444
C 2.0632 -1.2298 -5.1483
F 1.3632 -0.6125 -6.1197
F 3.3563 -0.9092 -5.3121
F 1.9478 -2.5545 -5.3584
H 0.9464 5.1518 0.6843
H 1.4044 2.7543 1.0796
H -2.2496 1.7335 -0.9214
H -2.6893 4.1199 -1.3263
H -1.1683 -2.2230 -0.5539
H -3.2153 -3.3924 0.1171
H -4.3501 -0.0612 2.5626
H -2.2768 1.1141 1.9220
H 2.6449 -0.2565 -0.6459
H 3.5045 -0.8626 -2.8794
H -0.4823 -0.7574 -4.4349
H -1.3512 -0.1909 -2.2023
*
```

## Properties
Calculated total energy: -4379.05031 hartree
ΔE to the lowest compared entry with this formula, charge and spin: 6.5 kcal per mole
LUMO energy: -1.526 eV
Highest occupied orbital energy: -8.48 eV

---

Below is a structure of composition C3H3AgCl9F3V, with properties calculated with the ωB97M-V functional and the def2-TZVPD basis.

Geometry as ORCA input:
```
! wB97M-V def2-TZVPD RIJCOSX def2/J DEFGRID3
* xyz 1 5
Ag -2.9121 0.7902 -1.0713
V -2.2014 -0.7100 1.4631
F -1.0766 -0.1072 -0.1313
F -3.6180 -1.0205 -0.1571
F -3.0476 1.2498 1.1359
C 0.2822 2.9890 1.4973
Cl 1.8349 2.6773 2.2385
Cl 0.3758 4.3863 0.4324
Cl -0.9429 3.2312 2.7563
H -0.0434 2.1601 0.8811
C 2.4670 -0.8635 0.8530
Cl 2.5354 -2.5668 0.3950
Cl 2.8417 0.1702 -0.5209
Cl 3.5122 -0.5555 2.2269
H 1.4493 -0.6473 1.1498
C -0.2058 -2.1697 -2.5959
Cl -0.5233 -3.3227 -1.2995
Cl -1.7046 -1.3306 -3.0753
Cl 0.5130 -2.9440 -3.9778
H 0.4642 -1.4163 -2.2000
*
```

## Properties
Calculated total energy: -5648.03757 hartree
LUMO energy (alpha / beta): -5.660 / -9.522 eV
Highest occupied orbital energy (alpha / beta): -13.57 / -13.57 eV

---

Calculated max |F| in order - 0.97; 3.13 eV/Å